1.
DFT (ωB97M-V with the def2-TZVPD basis set) results for 2 unconnected molecules or ions with the total composition CH3O4P in a non-equilibrium geometry.

Structure (ORCA input):
```
! wB97M-V def2-TZVPD RIJCOSX def2/J DEFGRID3
* xyz -2 1
C 0.00 -1.01 1.34
O 2.00 1.60 -1.27
O 0.56 0.21 -2.70
O -0.53 2.08 -1.12
O -1.49 -0.89 1.21
P 0.59 1.14 -1.50
H 0.20 -2.11 1.37
H 0.20 -0.71 2.32
H -1.53 -0.30 0.35
*
```

Output
- electronic energy (Ha) = -682.1656
- HOMO energy (eV) = 1.785
- HOMO-LUMO gap (eV) = 5.37
- relative energy (zero: lowest compared OMol25 entry of this formula, charge and spin) (kcal per mole) = 49.9

---

2.
DFT (ωB97M-V with the def2-TZVPD basis set) results for a molecular structure, C14H18CuN3O3Te in a non-equilibrium geometry.

Structure (ORCA input):
```
! wB97M-V def2-TZVPD RIJCOSX def2/J DEFGRID3
* xyz -2 1
Cu -0.36 1.37 -0.29
N 1.67 0.59 -0.20
C 2.60 1.56 0.37
C 2.36 2.96 -0.22
C 1.16 3.71 0.39
O 1.40 4.75 1.02
O 0.00 3.22 0.19
H 1.64 -0.30 0.31
H 1.93 0.34 -1.14
H 3.65 1.28 0.21
H 2.44 1.59 1.45
H 2.21 2.85 -1.30
H 3.24 3.58 -0.06
C -5.05 -2.48 -0.35
N -3.99 -2.07 0.57
N -2.76 -1.95 -0.11
C -2.39 -0.62 -0.14
O -1.43 -0.15 -0.82
C -3.31 0.07 0.71
C -4.26 -0.79 1.12
C -5.49 -0.59 1.92
C -2.10 -3.12 -0.49
C -2.62 -4.36 -0.11
C -2.12 -5.53 -0.65
C -1.15 -5.45 -1.69
C -0.55 -4.27 -1.96
C -0.76 -3.07 -1.13
H -4.71 -3.34 -0.91
H -5.29 -1.66 -1.05
H -5.94 -2.74 0.22
H -3.21 1.11 0.98
H -5.42 0.34 2.49
H -5.63 -1.41 2.64
H -6.40 -0.53 1.32
H -3.42 -4.40 0.62
H -2.51 -6.49 -0.33
H -0.88 -6.34 -2.25
H 0.21 -4.20 -2.73
H -0.59 -2.14 -1.65
Te 0.94 -3.00 0.45
*
```

Output
- electronic energy (Ha) = -2842.7255
- HOMO energy (eV) = 1.147
- HOMO-LUMO gap (eV) = 3.52
- relative energy (zero: lowest compared OMol25 entry of this formula, charge and spin) (kcal per mole) = 20.2

---

3.
DFT (ωB97M-V with the def2-TZVPD basis set) results for 3 unconnected molecules or ions with the total composition C31H48B3BrO7 in a non-equilibrium geometry.

Structure (ORCA input):
```
! wB97M-V def2-TZVPD RIJCOSX def2/J DEFGRID3
* xyz 0 1
C 2.43 -7.57 0.41
C 1.25 -6.64 0.72
C -0.10 -7.23 0.31
C -1.25 -6.21 0.47
C -2.03 -6.03 -0.83
C -3.18 -4.98 -0.82
C -3.37 -4.19 0.47
C -4.50 -3.15 0.37
C -4.12 -1.81 1.02
C -5.32 -0.98 1.48
C -4.95 0.02 2.58
C -3.92 1.07 2.13
C -2.48 0.80 2.62
C -1.63 2.09 2.81
C -0.46 2.13 1.83
C 0.73 3.04 2.26
B 1.29 3.78 1.02
O 0.80 5.06 0.69
B 0.39 5.11 -0.62
O 1.19 4.53 -1.59
B 1.86 3.38 -1.21
C 2.21 2.21 -2.21
Br 0.50 1.51 -2.87
C 3.19 2.52 -3.36
C 3.36 3.99 -3.68
O 2.19 3.22 0.13
H 3.34 -7.02 0.18
H 2.19 -8.21 -0.43
H 2.66 -8.21 1.26
H 1.23 -6.38 1.78
H 1.38 -5.70 0.19
H -0.03 -7.57 -0.72
H -0.30 -8.09 0.95
H -0.83 -5.26 0.81
H -1.92 -6.55 1.26
H -1.32 -5.73 -1.60
H -2.42 -7.00 -1.13
H -4.11 -5.52 -1.01
H -3.05 -4.29 -1.66
H -3.58 -4.88 1.29
H -2.45 -3.67 0.72
H -5.40 -3.52 0.85
H -4.74 -2.99 -0.68
H -3.57 -1.23 0.29
H -3.44 -1.97 1.86
H -6.11 -1.64 1.83
H -5.71 -0.41 0.62
H -4.53 -0.56 3.40
H -5.85 0.49 2.97
H -3.90 1.06 1.04
H -4.24 2.07 2.42
H -1.99 0.20 1.85
H -2.53 0.23 3.55
H -2.27 2.96 2.70
H -1.29 2.10 3.84
H -0.83 2.42 0.84
H -0.06 1.12 1.75
H 1.46 2.44 2.79
H 0.34 3.76 2.97
H -0.67 5.56 -0.94
H 2.61 1.40 -1.61
H 4.15 2.04 -3.17
H 2.81 2.03 -4.25
H 3.97 4.10 -4.58
H 2.40 4.47 -3.90
H 3.87 4.54 -2.89
O 3.41 6.21 8.25
C 2.64 5.53 7.62
C 1.45 4.91 8.26
C 0.60 4.16 7.56
C 0.80 3.92 6.10
O 0.02 3.24 5.47
C 1.99 4.54 5.46
C 2.84 5.28 6.17
H 1.32 5.10 9.31
H -0.27 3.70 8.00
H 2.12 4.35 4.41
H 3.71 5.75 5.72
O 2.23 -0.44 -10.47
C 2.73 0.18 -9.57
C 2.24 0.06 -8.17
C 2.79 0.75 -7.18
C 3.94 1.66 -7.42
O 4.44 2.29 -6.51
C 4.43 1.79 -8.81
C 3.88 1.10 -9.81
H 1.40 -0.61 -8.02
H 2.44 0.67 -6.16
H 5.26 2.46 -8.96
H 4.22 1.17 -10.83
*
```

Output
- electronic energy (Ha) = -4385.4698
- HOMO energy (eV) = -10.088
- HOMO-LUMO gap (eV) = 8.48
- SMILES string = CCCCCCCCCCCCCCCCB1OBOB([C@@H](Br)CC)O1.O=C1C=CC(=O)C=C1.O=C1C=CC(=O)C=C1

---

4.
DFT (ωB97M-V with the def2-TZVPD basis set) results for a molecular structure, C3H3LiO3Zn in a non-equilibrium geometry.

Structure (ORCA input):
```
! wB97M-V def2-TZVPD RIJCOSX def2/J DEFGRID3
* xyz 1 2
C 0.07 -0.11 0.70
C -0.99 0.84 1.08
O -0.44 0.97 -0.22
C 1.17 -1.17 -1.29
O 1.55 -0.48 -2.17
O 0.60 -2.17 -0.95
Li -0.59 -2.36 0.62
H 1.04 0.19 1.12
H -0.78 1.72 1.70
H -2.06 0.65 0.99
Zn 0.43 1.93 -1.57
*
```

Output
- electronic energy (Ha) = -2128.3303
- HOMO energy (alpha / beta) (eV) = -12.435 / -12.504
- HOMO-LUMO gap (alpha / beta) (eV) = 8.23 / 6.89
- relative energy (zero: lowest compared OMol25 entry of this formula, charge and spin) (kcal per mole) = 38.7

---

5.
DFT (ωB97M-V with the def2-TZVPD basis set) results for 4 unconnected molecules or ions with the total composition C3H16NO3S in a non-equilibrium geometry.

Structure (ORCA input):
```
! wB97M-V def2-TZVPD RIJCOSX def2/J DEFGRID3
* xyz 1 1
C 0.42 1.20 0.95
C 0.36 0.50 2.27
C -0.99 0.07 2.81
S -1.35 -1.65 2.28
N -0.32 0.32 -0.10
H -0.33 2.03 1.12
H 1.25 1.65 0.52
H 0.83 1.11 3.01
H 0.98 -0.44 2.49
H -1.83 0.63 2.45
H -1.08 0.00 3.92
H -0.30 -2.24 2.84
H 0.08 -0.71 -0.17
H -1.36 0.18 0.08
H -0.38 0.66 -1.07
H -0.54 -2.02 -3.72
H -1.52 -2.25 -2.63
O -1.00 -1.65 -3.00
H -0.30 0.42 -3.21
H 0.05 1.94 -3.00
O 0.24 1.15 -2.57
H 3.11 -0.42 -1.88
H 1.79 0.18 -1.71
O 2.20 -0.67 -1.69
*
```

Output
- electronic energy (Ha) = -802.2778
- HOMO energy (eV) = -12.675
- HOMO-LUMO gap (eV) = 9.67
- relative energy (zero: lowest compared OMol25 entry of this formula, charge and spin) (kcal per mole) = 45.9

---

6.
DFT (ωB97M-V with the def2-TZVPD basis set) results for a single C4H4N2O molecule in a non-equilibrium geometry.

Structure (ORCA input):
```
! wB97M-V def2-TZVPD RIJCOSX def2/J DEFGRID3
* xyz 0 1
N 2.12 -0.71 0.34
C 1.61 -0.34 1.35
C 1.09 0.03 -0.64
O -0.10 -0.65 -0.83
C -1.13 -0.47 0.12
C -1.53 0.94 0.29
N -1.82 2.05 0.44
H 1.67 -0.05 -1.54
H 0.92 1.08 -0.37
H -1.99 -1.03 -0.26
H -0.84 -0.87 1.10
*
```

Output
- electronic energy (Ha) = -339.4560
- HOMO energy (eV) = -11.834
- HOMO-LUMO gap (eV) = 12.25
- relative energy (zero: lowest compared OMol25 entry of this formula, charge and spin) (kcal per mole) = 78.8

---

7.
DFT (ωB97M-V with the def2-TZVPD basis set) results for a gas-phase ion, C4H11N2O (charge +2) in a non-equilibrium geometry.

Structure (ORCA input):
```
! wB97M-V def2-TZVPD RIJCOSX def2/J DEFGRID3
* xyz 2 2
N 0.62 -1.25 -2.27
C 0.85 -0.21 -1.21
C 0.07 -0.59 0.01
N -0.44 0.32 0.95
C -1.13 1.58 0.61
C -0.07 0.05 2.38
O -0.17 -1.76 0.23
H 1.23 -2.05 -2.04
H -0.34 -1.57 -2.45
H 0.86 -0.88 -3.21
H 1.92 -0.06 -1.06
H 0.47 0.75 -1.60
H -0.47 2.38 0.93
H -2.04 1.57 1.23
H -1.48 1.57 -0.41
H 0.97 0.38 2.42
H -0.22 -1.01 2.57
H -0.63 0.79 2.95
*
```

Output
- electronic energy (Ha) = -343.0247
- HOMO energy (alpha / beta) (eV) = -20.586 / -20.606
- HOMO-LUMO gap (alpha / beta) (eV) = 11.98 / 8.59
- relative energy (zero: lowest compared OMol25 entry of this formula, charge and spin) (kcal per mole) = 17.4